Record 1
3 unconnected molecules or ions with the total composition C2H12N2O2, computed with the ωB97M-V functional and the def2-TZVPD basis.

Cartesian coordinates (Å):
C -0.37 1.43 -1.96
N -0.82 0.29 -1.13
C 0.25 -0.37 -0.33
N 0.15 -0.09 1.09
H 0.07 1.11 -2.91
H 0.27 2.08 -1.39
H -1.29 1.96 -2.25
H -1.17 -0.42 -1.77
H 0.17 -1.43 -0.57
H 1.23 -0.04 -0.68
H -0.50 -0.77 1.49
H -0.29 0.81 1.25
O 3.22 0.94 1.48
H 3.09 1.34 2.35
H 2.46 0.34 1.42
O -2.48 -2.12 0.60
H -2.13 -2.64 -0.14
H -2.53 -1.19 0.32

Calculated values
Kohn-Sham gap (eV): 10.2
Net charge: 0
E_LUMO (hartree): 0.0244
Energy above the lowest of the compared OMol25 structures with the same formula, charge and spin (kcal per mole): 17.6
SMILES: CNCN.O.O
Largest force on an atom (eV/Å): 1.4

=====

Record 2
A molecular structure, C2H2FOTm, computed with the ωB97M-V functional and the def2-TZVPD basis.

Cartesian coordinates (Å):
F -0.78 -1.04 -0.90
O -0.83 0.85 0.25
C -0.10 -0.15 -0.01
C 1.19 -0.41 0.26
Tm -2.91 1.74 -0.33
H 1.63 -1.37 0.00
H 1.79 0.37 0.73

Calculated values
Kohn-Sham gap (alpha / beta) (eV): 6.7 / 4.7
Spin multiplicity: 4
Net charge: +1
E_LUMO (alpha / beta) (hartree): -0.1215 / -0.2710
Energy above the lowest of the compared OMol25 structures with the same formula, charge and spin (kcal per mole): 0.0
Largest force on an atom (eV/Å): 7.2

=====

Record 3
A molecular structure, C29H37CdN6OSTe, computed with the ωB97M-V functional and the def2-TZVPD basis.

Cartesian coordinates (Å):
Cd -0.45 1.08 0.01
N 0.82 1.42 2.03
C 0.27 2.46 2.91
C -0.15 3.67 2.09
N -1.09 3.32 1.03
C -2.52 3.32 1.38
C -3.03 1.96 1.85
N -2.76 0.95 0.83
H 1.10 0.60 2.56
H 1.66 1.76 1.56
H 1.00 2.78 3.67
H -0.58 2.03 3.45
H 0.74 4.08 1.61
H -0.55 4.44 2.76
H -0.94 3.93 0.24
H -3.07 3.61 0.49
H -2.73 4.07 2.15
H -4.10 2.06 2.08
H -2.53 1.65 2.77
H -3.29 1.13 -0.02
H -3.01 0.02 1.15
C 4.05 -2.27 -4.52
C 3.68 -1.05 -3.72
C 3.43 0.16 -4.34
C 3.08 1.29 -3.61
C 2.79 2.57 -4.34
C 2.96 1.18 -2.21
C 2.59 2.39 -1.46
O 2.03 2.40 -0.37
C 3.22 -0.04 -1.56
C 3.19 -0.21 -0.06
C 3.58 -1.13 -2.33
H 4.24 -2.01 -5.57
H 3.25 -3.01 -4.50
H 4.95 -2.74 -4.12
H 3.50 0.24 -5.41
H 2.90 2.42 -5.41
H 3.48 3.37 -4.05
H 1.77 2.91 -4.15
H 2.84 3.35 -1.93
H 3.59 0.67 0.45
H 3.78 -1.08 0.22
H 2.17 -0.36 0.30
H 3.81 -2.07 -1.84
Te -1.06 2.01 -2.47
C -1.01 0.20 -3.55
C 0.03 -0.68 -3.68
C -0.29 -1.79 -4.52
C -1.55 -1.72 -5.02
S -2.36 -0.32 -4.46
H 0.99 -0.54 -3.21
H 0.40 -2.59 -4.76
H -2.05 -2.41 -5.68
C -0.29 -3.49 -0.14
C -0.32 -2.13 -0.43
N -0.45 -1.21 0.53
C -0.59 -1.60 1.79
C -0.60 -2.93 2.18
C -0.41 -3.89 1.18
C -0.71 -3.32 3.59
C -1.54 -2.85 4.53
C -2.68 -1.92 4.40
C -3.20 -1.33 5.55
C -4.30 -0.51 5.41
N -4.88 -0.31 4.23
C -4.33 -0.93 3.20
N -3.25 -1.70 3.21
H -0.18 -4.20 -0.94
H -0.25 -1.77 -1.45
H -0.71 -0.82 2.53
H -0.38 -4.94 1.44
H -0.01 -4.09 3.91
H -1.40 -3.23 5.53
H -2.76 -1.52 6.52
H -4.74 -0.01 6.26
H -4.82 -0.80 2.24

Calculated values
Kohn-Sham gap (eV): 6.7
Net charge: +1
E_LUMO (hartree): -0.1067
Energy above the lowest of the compared OMol25 structures with the same formula, charge and spin (kcal per mole): 0.0
Largest force on an atom (eV/Å): 0.4

=====

Record 4
A single C4H9NO2 molecule, computed with the ωB97M-V functional and the def2-TZVPD basis.

Cartesian coordinates (Å):
C -2.02 -0.29 1.60
C -0.92 -0.88 0.79
O -0.18 -1.73 1.26
N -0.57 -0.22 -0.34
C 0.62 -0.56 -1.09
C 1.69 0.52 -0.77
O 1.14 1.77 -1.16
H -2.88 -0.96 1.65
H -2.41 0.61 1.12
H -1.71 -0.02 2.61
H -0.77 0.74 -0.55
H 0.45 -0.55 -2.16
H 1.13 -1.48 -0.82
H 2.09 0.34 0.23
H 2.53 0.27 -1.45
H 1.81 2.42 -0.93

Calculated values
Kohn-Sham gap (eV): 10.1
Net charge: 0
E_LUMO (hartree): 0.0264
Energy above the lowest of the compared OMol25 structures with the same formula, charge and spin (kcal per mole): 28.9
SMILES: CC(=O)NCCO
Largest force on an atom (eV/Å): 2.7

=====

Record 5
A single C2H4N4O molecule, computed with the ωB97M-V functional and the def2-TZVPD basis.

Cartesian coordinates (Å):
N 2.18 0.48 0.04
C 0.86 -0.01 0.01
N 0.48 -1.29 0.01
N -0.92 -1.19 0.04
C -1.23 0.11 0.03
O -2.49 0.54 0.05
N -0.19 0.89 0.01
H 2.86 -0.08 0.51
H 2.52 0.93 -0.80
H -1.67 -1.89 0.05
H -2.41 1.51 0.06

Calculated values
Kohn-Sham gap (eV): 9.7
Net charge: 0
E_LUMO (hartree): 0.0281
Energy above the lowest of the compared OMol25 structures with the same formula, charge and spin (kcal per mole): 12.5
SMILES: Nc1n[nH]c(O)n1
Largest force on an atom (eV/Å): 1.4

=====

Record 6
A molecular structure, C22H24N4O4S3Ti, computed with the ωB97M-V functional and the def2-TZVPD basis.

Cartesian coordinates (Å):
Ti -2.53 -1.13 -0.80
N -2.26 0.90 0.07
C -2.18 1.71 -1.15
C -2.10 3.23 -0.93
C -0.72 3.81 -1.25
C -0.49 4.05 -2.75
N -0.83 2.95 -3.64
C 0.02 1.90 -3.92
N 1.31 1.99 -3.39
N -0.27 0.90 -4.67
C -3.33 1.25 -2.06
O -3.57 1.90 -3.08
O -3.92 0.19 -1.66
H -3.13 1.09 0.57
H -1.46 0.98 0.69
H -1.27 1.37 -1.66
H -2.34 3.43 0.11
H -2.85 3.73 -1.55
H 0.06 3.17 -0.83
H -0.61 4.79 -0.76
H 0.55 4.33 -2.94
H -1.10 4.90 -3.06
H -1.82 2.69 -3.67
H 1.35 2.29 -2.43
H 1.79 1.12 -3.53
H -1.22 1.01 -5.03
H -0.39 -0.98 -3.62
S -5.47 -4.06 1.35
C -4.48 -2.94 0.64
S -4.07 -1.40 1.29
S -3.58 -3.29 -0.83
C -0.82 -1.46 0.19
C 0.14 -1.56 0.96
C 1.25 -1.68 1.80
C 1.92 -0.44 2.15
C 2.74 -0.27 3.29
C 3.34 0.94 3.60
C 3.15 2.06 2.81
C 2.33 1.93 1.69
C 1.74 0.73 1.37
C 1.69 -2.99 2.22
C 0.82 -4.10 2.11
C 1.22 -5.37 2.47
C 2.50 -5.62 2.96
C 3.38 -4.55 3.06
C 2.99 -3.27 2.70
H 2.88 -1.11 3.96
H 3.95 1.00 4.49
H 3.61 3.01 3.06
H 2.16 2.79 1.04
H 1.12 0.64 0.48
H -0.18 -3.93 1.73
H 0.51 -6.19 2.37
H 2.81 -6.62 3.24
H 4.39 -4.71 3.41
H 3.72 -2.47 2.75
O -1.85 -1.04 -2.50
O -0.61 -1.60 -2.90

Calculated values
Kohn-Sham gap (eV): 4.9
Net charge: -2
E_LUMO (hartree): 0.1571
Energy above the lowest of the compared OMol25 structures with the same formula, charge and spin (kcal per mole): 6.8
Largest force on an atom (eV/Å): 1.5

=====

Record 7
2 unconnected molecules or ions with the total composition C4H8N2, computed with the ωB97M-V functional and the def2-TZVPD basis.

Cartesian coordinates (Å):
C 1.54 0.14 -0.52
N 0.70 0.45 0.66
C -0.72 0.97 0.35
N -1.04 1.62 -0.69
H 1.18 1.10 1.29
H -0.46 1.46 -1.50
H -1.23 1.12 1.29
H 1.76 1.05 -1.08
H 0.98 -0.56 -1.13
H 2.47 -0.32 -0.18
C -1.16 -1.29 0.48
C -1.89 -2.21 0.13
H -2.53 -3.00 -0.17
H 0.39 -0.53 1.09

Calculated values
Kohn-Sham gap (eV): 8.9
Net charge: 0
E_LUMO (hartree): 0.0160
Energy above the lowest of the compared OMol25 structures with the same formula, charge and spin (kcal per mole): 121.8
Largest force on an atom (eV/Å): 1.4

=====

Record 8
2 unconnected molecules or ions with the total composition C5H11NO, computed with the ωB97M-V functional and the def2-TZVPD basis.

Cartesian coordinates (Å):
C -2.05 1.42 -0.92
C -0.89 2.05 -0.65
C 0.41 1.38 -0.85
C 0.36 0.07 -0.61
C 1.21 -1.11 -0.96
N 0.91 -2.25 -0.05
H -2.97 1.56 -0.36
H -2.21 0.84 -1.82
H -0.82 3.13 -0.43
H 1.28 1.93 -1.19
H -0.52 -0.37 -0.09
H 2.26 -0.79 -0.94
H 0.93 -1.46 -2.01
H 0.90 -1.96 0.93
H 1.73 -2.86 -0.08
O -0.06 -0.79 3.01
H -0.66 -1.00 3.73
H -0.52 -0.05 2.58

Calculated values
Kohn-Sham gap (eV): 9.1
Net charge: 0
E_LUMO (hartree): 0.0256
Energy above the lowest of the compared OMol25 structures with the same formula, charge and spin (kcal per mole): 79.0
SMILES: C=C/C=C/CN.O
Largest force on an atom (eV/Å): 2.2